Entry P
A 2-piece molecular cluster, C2H7OPS2 overall, computed with the ωB97M-V functional and the def2-TZVPD basis.

```
13
C2H7OPS2 (the ωB97M-V functional and the def2-TZVPD basis)
C -0.751 1.936 0.154
C 1.622 -1.337 0.300
O 0.245 0.957 0.204
P -0.054 -0.649 0.269
S -1.257 -1.118 1.666
S -0.878 -0.782 -2.512
H -0.801 2.578 -0.796
H -0.579 2.662 0.990
H -1.721 1.627 0.327
H 1.681 -1.834 1.312
H 1.854 -1.973 -0.442
H 2.435 -0.519 0.430
H -1.798 -1.549 -1.902
```

Output
* E_LUMO (spin up / spin down): -0.0572 / -0.0572 Ha
* multiplicity: 1
* orbital gap (spin up / spin down): 7.416 / 7.417 eV

natural (NBO) charges in e: C -0.26; C -0.99; O -0.81; P 1.44; S -0.43; S -0.46; H 0.20; H 0.19; H 0.20; H 0.26; H 0.26; H 0.28; H 0.13

Entry Q
A 2-piece molecular cluster, C2H7OPS2 overall, computed with the ωB97M-V functional and the def2-TZVPD basis.

```
13
C2H7OPS2 (the ωB97M-V functional and the def2-TZVPD basis)
C 0.804 -1.259 0.098
C 1.731 -0.164 -0.384
O 0.368 1.435 1.044
P 0.754 1.349 -0.539
S -3.928 -0.090 0.676
S -2.945 1.223 -0.511
H 0.524 -1.063 1.071
H -0.185 -1.456 -0.435
H 1.292 -2.366 0.132
H 2.144 -0.485 -1.239
H 2.507 0.066 0.304
H 0.029 2.332 1.330
H -3.094 0.477 -1.547
```

Output
* E_LUMO (spin up / spin down): -0.0666 / -0.0066 Ha
* multiplicity: 1
* orbital gap (spin up / spin down): 5.480 / 8.794 eV

natural (NBO) charges in e: C -0.61; C -0.78; O -0.99; P 0.80; S -0.15; S 0.02; H 0.21; H 0.21; H 0.20; H 0.23; H 0.23; H 0.51; H 0.12

Most stable: entry P

Entry P
A 2-piece molecular cluster, C7H14N4 overall, computed with the ωB97M-V functional and the def2-TZVPD basis.

```
25
C7H14N4 (the ωB97M-V functional and the def2-TZVPD basis)
C 3.725 -0.401 2.566
C 3.286 0.930 2.738
C 2.701 -1.020 1.906
C 0.640 -0.339 0.771
C -2.027 -0.546 -2.939
C -2.472 0.620 -2.241
C -2.860 0.674 -0.817
N 2.139 1.061 2.093
N 1.718 -0.153 1.600
N -1.708 1.471 -1.307
N 0.267 -1.504 0.385
H 4.561 -1.069 3.016
H 3.622 1.601 3.540
H 2.476 -2.116 1.875
H -2.827 -0.863 -3.731
H -1.059 -0.425 -3.441
H -1.811 -1.425 -2.232
H -3.093 1.199 -2.954
H -0.821 1.212 -1.021
H -3.725 1.095 -0.429
H -2.665 -0.306 -0.330
H 1.602 1.901 1.873
H -1.754 2.448 -1.510
H 0.623 -2.380 0.843
H -0.537 -1.665 -0.253
```

Output
* E_LUMO: -0.2758 Ha
* total charge: +2
* multiplicity: 1
* orbital gap: 9.185 eV

natural (NBO) charges in e: C -0.28; C 0.11; C 0.06; C 0.18; C -0.65; C -0.05; C -0.20; N -0.27; N -0.22; N -0.51; N -0.71; H 0.31; H 0.29; H 0.26; H 0.30; H 0.26; H 0.20; H 0.26; H 0.44; H 0.26; H 0.23; H 0.46; H 0.45; H 0.40; H 0.43

Entry Q
An isolated ion of composition C7H14N4 and charge +2, computed with the ωB97M-V functional and the def2-TZVPD basis.

```
25
C7H14N4 (the ωB97M-V functional and the def2-TZVPD basis)
C 1.681 -0.198 1.201
C 0.014 1.860 1.433
C 0.771 1.820 2.630
C -0.740 2.263 0.427
C -1.047 -0.263 -2.596
C -1.106 -2.521 -1.422
C -0.267 -1.273 -1.688
N 0.869 0.703 1.859
N 1.169 -0.828 0.140
N 1.344 2.160 3.748
N 0.025 -0.620 -0.422
H 2.637 -0.384 1.585
H -1.393 3.089 0.484
H -0.995 1.661 -0.361
H -0.568 0.658 -2.879
H -1.114 -0.769 -3.519
H -2.064 -0.188 -2.321
H -1.651 -2.934 -2.325
H -1.924 -2.419 -0.626
H -0.540 -3.296 -0.851
H 0.592 -1.547 -2.227
H 1.727 -1.683 -0.242
H 1.265 3.122 3.973
H 2.167 1.702 4.130
H -0.852 -0.116 -0.129
```

Output
* SMILES: C=C1C(=[NH2+])N1/C=[NH+]\NC(C)C
* E_LUMO (spin up / spin down): -0.3476 / -0.3476 Ha
* total charge: +2
* multiplicity: 1
* orbital gap (spin up / spin down): 7.398 / 7.395 eV

natural (NBO) charges in e: C 0.21; C 0.14; C 0.57; C -0.31; C -0.65; C -0.66; C -0.08; N -0.37; N -0.18; N -0.63; N -0.36; H 0.26; H 0.28; H 0.22; H 0.24; H 0.26; H 0.23; H 0.27; H 0.23; H 0.23; H 0.23; H 0.49; H 0.45; H 0.46; H 0.45

Most stable: entry P

Entry P
CH2N2O2S in the gas phase, computed with the ωB97M-V functional and the def2-TZVPD basis.

```
8
CH2N2O2S (the ωB97M-V functional and the def2-TZVPD basis)
C 2.876 -0.865 -0.215
N 3.486 -1.474 0.537
N -0.188 0.568 -0.169
O 2.126 -0.143 -0.956
O 1.908 1.374 1.122
S 1.409 1.194 -0.200
H -0.813 1.307 -0.029
H -0.303 0.259 -1.097
```

Output
* E_LUMO: 0.0081 Ha
* multiplicity: 1
* orbital gap: 10.723 eV

natural (NBO) charges in e: C 0.52; N -0.37; N -1.01; O -0.67; O -0.87; S 1.63; H 0.39; H 0.38

Entry Q
CH2N2O2S in the gas phase, computed with the ωB97M-V functional and the def2-TZVPD basis.

```
8
CH2N2O2S (the ωB97M-V functional and the def2-TZVPD basis)
C -0.855 -0.059 -0.099
N -0.499 1.256 0.262
N 0.665 1.599 0.240
O 1.125 -1.584 0.720
O 1.500 0.687 -0.394
S 0.810 -0.892 -0.498
H -1.186 -0.742 0.688
H -1.561 -0.264 -0.919
```

Output
* E_LUMO: 0.0135 Ha
* multiplicity: 1
* orbital gap: 10.669 eV

natural (NBO) charges in e: C -0.50; N -0.17; N 0.21; O -0.92; O -0.56; S 1.43; H 0.26; H 0.25

Most stable: entry P

Entry P
A 2-piece molecular cluster, CH2N2O2S overall, computed with the ωB97M-V functional and the def2-TZVPD basis.

```
8
CH2N2O2S (the ωB97M-V functional and the def2-TZVPD basis)
C -0.937 -1.124 -0.848
N 0.411 0.492 -0.237
N 0.566 0.584 1.005
O 0.299 -0.416 1.687
O 1.067 1.650 1.452
S -1.503 -1.009 -2.268
H -0.696 -1.278 0.225
H 0.793 1.101 -1.016
```

Output
* E_LUMO: -0.0722 Ha
* multiplicity: 1
* orbital gap: 7.498 eV

natural (NBO) charges in e: C -0.15; N -0.56; N 0.59; O -0.50; O -0.47; S 0.37; H 0.31; H 0.40

Entry Q
A 2-piece molecular cluster, CH2N2O2S overall, computed with the ωB97M-V functional and the def2-TZVPD basis.

```
8
CH2N2O2S (the ωB97M-V functional and the def2-TZVPD basis)
C 2.163 0.607 0.799
N -0.861 -1.077 -0.053
N -0.877 0.043 -0.505
O -1.313 0.969 0.419
O -0.748 0.542 -1.585
S 3.511 0.158 0.305
H -1.169 0.617 1.366
H -0.705 -1.859 -0.746
```

Output
* E_LUMO: -0.0050 Ha
* multiplicity: 1
* orbital gap: 10.500 eV

natural (NBO) charges in e: C -0.20; N -0.50; N 0.58; O -0.53; O -0.41; S 0.20; H 0.50; H 0.36

Entry R
CH2N2O2S in the gas phase, computed with the ωB97M-V functional and the def2-TZVPD basis.

```
8
CH2N2O2S (the ωB97M-V functional and the def2-TZVPD basis)
C -0.423 0.232 1.431
N -0.105 1.333 2.067
N 0.042 -0.242 0.306
O 0.809 2.461 -0.029
O 0.562 2.287 1.312
S -1.624 -0.605 2.331
H 0.996 -0.043 -0.220
H -0.469 -0.957 -0.107
```

Output
* E_LUMO (spin up / spin down): -0.1199 / -0.1201 Ha
* multiplicity: 1
* orbital gap (spin up / spin down): 5.989 / 5.983 eV

natural (NBO) charges in e: C 0.18; N -0.01; N -0.75; O -0.27; O 0.05; S -0.05; H 0.44; H 0.41

Entry S
CH2N2O2S in the gas phase, computed with the ωB97M-V functional and the def2-TZVPD basis.

```
8
CH2N2O2S (the ωB97M-V functional and the def2-TZVPD basis)
C 0.390 -0.368 1.104
N 0.503 -1.233 0.123
N -0.237 0.747 0.857
O -0.529 0.634 -2.970
O 0.009 -0.922 -1.201
S -0.919 0.332 -1.621
H 0.939 -0.623 2.116
H -0.157 1.434 1.592
```

Output
* E_LUMO (spin up / spin down): -0.0531 / -0.0780 Ha
* multiplicity: 1
* orbital gap (spin up / spin down): 8.005 / 6.497 eV

natural (NBO) charges in e: C 0.17; N -0.16; N -0.75; O -0.80; O -0.52; S 1.49; H 0.21; H 0.36

Most stable: entry S

Entry P
CH2N2O2S in the gas phase, computed with the ωB97M-V functional and the def2-TZVPD basis.

```
8
CH2N2O2S (the ωB97M-V functional and the def2-TZVPD basis)
C 1.663 0.952 0.024
N 1.969 2.035 0.073
N -1.053 0.230 -0.100
O -0.681 -2.234 0.041
O 1.342 -0.592 0.207
S -0.156 -1.106 -0.657
H -1.965 0.478 -0.536
H -1.118 0.237 0.949
```

Output
* E_LUMO: -0.0057 Ha
* multiplicity: 1
* orbital gap: 10.872 eV

natural (NBO) charges in e: C 0.53; N -0.37; N -1.09; O -0.87; O -0.68; S 1.66; H 0.42; H 0.41

Entry Q
CH2N2O2S in the gas phase, computed with the ωB97M-V functional and the def2-TZVPD basis.

```
8
CH2N2O2S (the ωB97M-V functional and the def2-TZVPD basis)
C -0.142 -0.148 0.345
N 2.031 0.153 -0.387
N 0.925 -0.439 -0.478
O -2.501 1.010 0.403
O -1.218 -1.114 0.515
S -1.819 0.077 -0.446
H -0.010 0.421 1.208
H 2.734 0.040 -1.160
```

Output
* E_LUMO: -0.0262 Ha
* multiplicity: 1
* orbital gap: 8.814 eV

natural (NBO) charges in e: C 0.01; N -0.33; N -0.19; O -0.89; O -0.63; S 1.49; H 0.20; H 0.34

Most stable: entry P

Entry P
CHF2NO2S in the gas phase, computed with the ωB97M-V functional and the def2-TZVPD basis.

```
8
CHF2NO2S (the ωB97M-V functional and the def2-TZVPD basis)
C 1.252 0.148 -0.480
N -1.055 -1.108 -0.216
O 2.070 -0.661 -0.300
O -1.283 1.619 0.383
F 1.332 1.150 -1.334
F 0.172 -0.088 1.833
S -0.433 0.138 0.319
H -2.054 -1.198 -0.205
```

Output
* SMILES: N=[S@@](=O)(F)C(=O)F
* E_LUMO: -0.0175 Ha
* multiplicity: 1
* orbital gap: 10.834 eV

natural (NBO) charges in e: C 0.68; N -1.04; O -0.43; O -0.79; F -0.28; F -0.48; S 1.92; H 0.42

Entry Q
A 2-piece molecular cluster, CHF2NO2S overall, computed with the ωB97M-V functional and the def2-TZVPD basis.

```
8
CHF2NO2S (the ωB97M-V functional and the def2-TZVPD basis)
C 1.691 -0.685 0.467
N -2.661 0.789 -0.681
O 2.060 -0.038 1.344
O -0.250 0.535 0.047
F 0.868 -1.726 0.472
F 2.364 -0.768 -0.736
S -1.639 0.353 0.341
H -2.434 1.538 -1.253
```

Output
* E_LUMO: -0.0428 Ha
* multiplicity: 1
* orbital gap: 10.540 eV

natural (NBO) charges in e: C 1.16; N -0.97; O -0.52; O -0.90; F -0.31; F -0.34; S 1.50; H 0.38

Most stable: entry Q

Entry P
C4H8N2S in the gas phase, computed with the ωB97M-V functional and the def2-TZVPD basis.

```
15
C4H8N2S (the ωB97M-V functional and the def2-TZVPD basis)
C 1.301 1.867 0.616
C 1.991 0.790 0.265
C 1.548 -0.320 -0.630
C -2.576 -0.558 0.216
N 0.082 2.244 0.162
N -1.414 0.197 0.254
S -1.326 1.679 -0.196
H 1.727 2.648 1.285
H 2.972 0.696 0.448
H 2.021 -0.130 -1.573
H 0.513 -0.340 -0.866
H 1.721 -1.192 -0.062
H -3.511 -0.128 0.088
H -2.258 -1.370 -0.529
H -2.643 -1.100 1.188
```

Output
* E_LUMO (spin up / spin down): -0.0122 / -0.0121 Ha
* multiplicity: 1
* orbital gap (spin up / spin down): 7.674 / 7.678 eV

natural (NBO) charges in e: C -0.05; C -0.19; C -0.66; C -0.44; N -0.78; N -0.77; S 1.23; H 0.20; H 0.19; H 0.22; H 0.22; H 0.22; H 0.18; H 0.21; H 0.21

Entry Q
C4H8N2S in the gas phase, computed with the ωB97M-V functional and the def2-TZVPD basis.

```
15
C4H8N2S (the ωB97M-V functional and the def2-TZVPD basis)
C -1.524 -0.511 0.153
C 1.184 -0.856 0.504
C 1.708 0.441 -0.054
C 2.930 0.510 -0.571
H -3.219 1.196 0.525
H -4.223 0.762 -0.838
H -1.375 0.076 1.086
H 1.030 -0.882 1.641
H 1.931 -1.673 0.309
H 0.989 1.373 -0.024
H 3.445 1.422 -0.934
H 3.570 -0.369 -0.684
N -3.590 0.449 -0.111
N -2.589 -0.375 -0.557
S -0.268 -1.562 -0.444
```

Output
* SMILES: C=CCS/C=N/N
* E_LUMO: 0.0365 Ha
* multiplicity: 1
* orbital gap: 8.933 eV

natural (NBO) charges in e: C -0.18; C -0.56; C -0.21; C -0.38; H 0.34; H 0.38; H 0.16; H 0.23; H 0.23; H 0.21; H 0.21; H 0.19; N -0.64; N -0.24; S 0.27

Most stable: entry Q

Entry P
A 2-piece molecular cluster, C4H8N2S overall, computed with the ωB97M-V functional and the def2-TZVPD basis.

```
15
C4H8N2S (the ωB97M-V functional and the def2-TZVPD basis)
C 0.713 1.247 0.386
C 1.968 0.843 0.473
C -1.395 0.895 -0.684
C -0.344 -1.962 0.423
N -0.036 0.573 -0.607
N 0.441 -0.628 -0.886
S 2.096 -0.563 -0.623
H 0.304 2.042 0.860
H 2.688 0.956 1.273
H -1.775 0.806 -1.700
H -1.999 0.132 -0.044
H -1.594 1.905 -0.571
H -1.051 -1.229 0.938
H -0.646 -2.849 -0.225
H 0.630 -2.167 0.986
```

Output
* E_LUMO: 0.0351 Ha
* multiplicity: 1
* orbital gap: 7.689 eV

natural (NBO) charges in e: C -0.05; C -0.45; C -0.41; C -0.57; N -0.27; N -0.39; S 0.45; H 0.21; H 0.24; H 0.21; H 0.18; H 0.22; H 0.19; H 0.22; H 0.20

Entry Q
C4H8N2S in the gas phase, computed with the ωB97M-V functional and the def2-TZVPD basis.

```
15
C4H8N2S (the ωB97M-V functional and the def2-TZVPD basis)
C -1.181 1.740 0.194
C -0.194 0.608 -0.037
C 1.699 -0.418 -0.481
C 2.342 -1.057 0.545
H -1.597 1.509 1.298
H -0.727 2.749 0.153
H -2.033 1.538 -0.520
H -0.175 -1.424 -0.099
H -3.244 -1.042 -0.962
H 1.890 -0.793 -1.667
H 2.549 -0.704 1.686
H 2.924 -1.977 0.277
N -0.883 -0.565 -0.480
N 1.024 0.849 -0.109
S -2.394 -1.011 0.203
```

Output
* SMILES: C=C/N=C(/C)NS
* E_LUMO: 0.0253 Ha
* multiplicity: 1
* orbital gap: 9.677 eV

natural (NBO) charges in e: C -0.67; C 0.44; C -0.09; C -0.47; H 0.23; H 0.24; H 0.23; H 0.42; H 0.12; H 0.23; H 0.23; H 0.20; N -0.80; N -0.47; S 0.15

Entry R
C4H8N2S in the gas phase, computed with the ωB97M-V functional and the def2-TZVPD basis.

```
15
C4H8N2S (the ωB97M-V functional and the def2-TZVPD basis)
C 0.145 1.810 0.119
C 0.891 -0.613 -0.131
C -1.569 -0.118 -0.026
C -1.687 -1.633 0.146
H 0.043 2.145 1.243
H -0.619 2.473 -0.606
H 1.316 1.696 -0.330
H 0.308 -1.540 -0.622
H -1.055 -2.112 -0.550
H -1.658 -2.053 1.260
H -2.770 -1.772 -0.247
H -2.394 1.612 -0.292
N -0.191 0.281 0.097
N -2.665 0.686 -0.145
S 2.509 -0.243 -0.011
```

Output
* SMILES: [H]/N=C(/C)N(C)C=S
* E_LUMO: -0.0105 Ha
* multiplicity: 1
* orbital gap: 8.693 eV

natural (NBO) charges in e: C -0.47; C -0.07; C 0.46; C -0.69; H 0.23; H 0.22; H 0.26; H 0.21; H 0.21; H 0.26; H 0.25; H 0.33; N -0.47; N -0.66; S -0.05

Most stable: entry R